ORCA calculation (ωB97M-V/def2-TZVPD) on 40 unconnected molecules or ions with the total composition H80O40 at a distorted geometry.

Geometry as XYZ:
```
120
Properties=species:S:1:pos:R:3:forces:R:3:mulliken_charge:R:1
H -0.195 0.227 2.305 -0.1 -1.2 -1.1 -0.1717
H -3.435 1.300 -2.382 0.1 1.0 0.3 0.2109
O -3.148 4.584 3.554 -1.3 -0.7 -1.2 -0.6438
H -2.704 5.418 3.475 0.5 0.2 0.8 0.2944
O 0.021 -4.695 4.370 1.6 0.8 1.2 -0.6031
H 2.809 -0.615 -0.695 0.3 0.0 -0.2 -0.0264
H -5.722 0.929 -0.529 0.2 -0.4 -1.2 0.2985
O -5.387 -1.182 3.478 -0.6 -0.3 0.7 -0.6358
O -3.868 -0.700 -4.113 -1.2 -1.2 1.5 -0.5399
H -2.701 -4.146 4.255 0.1 -0.2 0.0 0.2992
H 2.495 3.723 -1.218 1.0 0.4 -1.7 0.3082
H 1.629 -3.301 -1.365 0.3 -0.3 0.6 0.3210
H 2.155 0.713 -3.193 0.6 0.2 0.5 -0.0096
O -1.645 4.847 -3.260 0.2 -0.1 0.6 -0.6148
O 0.275 -5.798 -1.762 0.5 -0.3 0.7 -0.6267
O 0.263 0.704 5.549 -0.6 1.2 0.6 -0.6235
O 4.124 0.254 -1.724 -0.4 0.1 -0.2 -0.4660
O 0.504 -2.240 5.363 1.3 -1.6 1.9 -0.6305
O -0.400 2.453 -2.506 0.0 1.5 2.5 0.2122
H 3.195 -0.306 4.729 -0.7 0.6 -0.3 0.2297
H -1.963 1.747 3.304 0.3 -0.6 1.4 0.2010
H 1.983 4.092 3.496 -0.2 -0.3 0.6 0.3124
H -4.345 -0.839 -3.250 0.5 0.2 -1.0 0.2159
O 2.303 3.328 4.007 -0.6 0.0 0.0 -0.6792
H 2.549 -2.105 -4.151 0.5 -0.7 -0.9 0.2699
O 4.397 -3.532 1.327 0.2 -0.3 -0.3 -0.6482
O -1.495 -1.350 -1.495 -0.6 1.5 -0.6 -0.4031
H 2.064 0.862 4.643 0.6 -0.6 0.3 0.2686
H 4.310 2.513 -3.915 -2.9 -0.2 -0.1 0.2709
H -3.185 -3.271 -3.819 0.2 -0.3 0.0 0.3109
O -3.082 1.621 -1.523 0.2 -1.1 0.2 -0.5106
O 1.117 -3.621 1.606 -1.7 -0.2 0.9 -0.6858
H -1.940 -1.241 -0.005 -0.4 -1.2 0.4 0.5089
H 0.542 4.632 -1.240 0.3 -0.3 0.2 0.2153
O -6.359 1.176 0.131 1.5 0.4 1.8 -0.6249
H 4.505 1.836 1.450 -0.9 0.8 -0.6 0.3095
H 2.600 4.227 1.052 0.5 0.3 -0.4 0.3361
O -2.771 1.362 -4.162 0.6 1.4 1.1 -0.5730
O 2.837 -2.818 -4.762 0.4 0.8 0.6 -0.6272
H -0.615 1.105 5.701 0.4 -0.1 -0.1 0.3120
H 0.888 -1.456 5.738 -0.2 0.6 -0.2 0.3008
H -1.798 -0.447 -1.737 0.0 -0.6 0.2 0.2350
O -1.044 2.976 -5.393 -0.7 0.5 -0.4 -0.6355
H 2.838 3.047 -4.268 0.3 0.4 0.1 0.2475
H -3.018 2.659 3.620 -0.3 -0.4 0.5 0.4484
H 0.369 3.374 1.483 1.1 0.2 -0.9 0.1392
H -3.028 4.059 4.347 0.7 1.1 0.6 0.3115
H 0.174 0.303 -5.237 0.2 -0.3 -0.1 0.2320
O 0.989 4.088 -0.571 -0.1 0.9 0.4 -0.5623
H -0.395 -0.705 -6.269 -0.7 0.1 -0.8 0.2801
H -2.988 1.660 -5.042 0.2 -0.2 -0.3 0.2165
H -4.644 -1.138 2.893 0.7 0.1 -0.4 0.2924
H 1.500 0.128 -0.338 0.3 -0.5 -0.1 0.2820
O 1.248 0.526 -3.428 -0.6 0.0 -1.1 0.2215
O -0.322 3.299 2.108 -0.1 0.8 1.5 -0.4971
O 3.195 3.681 -1.947 -1.4 0.6 2.5 -0.5307
H 2.223 -3.545 -4.683 -0.5 -0.1 0.0 0.3372
O -0.453 -1.954 2.980 2.2 0.4 1.2 -0.1379
H 0.268 -6.568 -1.169 -0.2 0.3 -0.4 0.3032
H -1.111 3.121 1.615 -0.6 -0.2 -0.3 0.3135
H 3.626 -3.790 0.794 0.4 -0.1 0.1 0.3014
O -3.273 -3.651 4.852 0.3 0.5 0.1 -0.6373
H -1.483 3.597 -4.784 0.1 -0.2 -0.2 0.3589
H -3.495 2.430 -1.232 -0.4 0.1 -0.4 0.1912
H 4.480 0.134 -0.839 0.9 0.4 -0.2 0.1898
H 2.439 -3.957 -2.436 0.2 -0.4 2.1 0.2923
H 4.897 -2.226 2.286 0.1 -0.5 0.7 0.3938
H -3.768 -1.602 -4.436 0.1 -0.2 -0.4 0.4036
H 0.593 -4.509 3.621 -0.1 -0.3 -0.7 0.3131
O 3.508 4.184 1.405 -1.3 -1.1 1.3 -0.6593
H 2.199 -0.114 1.587 0.7 -0.2 1.0 -0.0102
O 5.189 -1.622 3.005 -0.4 0.3 -0.8 -0.6271
O 5.315 1.375 1.265 0.5 -0.8 1.7 -0.6364
H 0.302 -1.322 2.833 -1.4 -0.8 0.0 0.3198
H 4.809 0.414 -2.370 0.6 -0.1 0.2 0.2142
H -1.163 2.216 -3.009 -0.5 -0.8 -1.2 0.0108
H -1.494 4.516 -2.358 0.1 -0.2 -0.6 0.2199
H -2.505 5.252 -3.201 -0.6 0.4 -0.1 0.3031
H -2.378 0.488 -4.199 -0.5 -0.1 -0.5 0.2581
H -2.843 -1.956 1.220 -0.5 -0.9 -0.7 0.1469
O 0.264 -0.593 -5.602 0.3 -0.1 0.8 -0.6067
H 1.292 1.113 2.162 1.0 -0.4 -0.1 0.0823
H -0.165 2.994 -5.046 1.0 -0.1 0.2 0.2426
H 3.760 3.048 -1.508 0.7 -0.4 -0.3 0.3476
H 5.137 -4.148 1.187 -0.7 0.2 -0.2 0.2467
H -6.103 -1.574 -1.161 0.3 0.0 0.0 0.2806
H -2.631 -3.162 5.393 -0.3 -0.2 -0.1 0.3283
H 0.065 -0.047 5.009 -0.3 -0.7 -0.6 0.2126
O 3.307 2.294 -3.911 2.9 -1.0 -1.0 -0.6121
O -5.159 -1.662 -1.365 -0.4 0.3 -0.2 -0.4813
H -5.678 1.305 0.857 -1.7 -0.1 -0.6 0.3225
H -4.886 -2.477 -0.944 0.1 -0.2 0.1 0.2350
H 0.343 -4.234 1.612 1.0 0.1 -0.6 0.2381
O 2.302 -4.012 -1.428 -0.2 1.0 -2.6 -0.7135
H -2.073 -3.469 -4.871 -1.1 0.2 0.2 0.3101
O 1.889 -0.556 -0.914 -1.7 -0.3 0.1 0.0651
O -0.922 0.790 2.123 -3.5 2.2 -0.7 0.4597
H 0.720 0.411 -2.644 0.4 -0.4 0.7 -0.0955
H 4.977 -0.814 2.525 0.2 0.5 0.4 0.2642
H -0.108 -2.028 -4.134 -1.1 0.6 -1.5 0.2268
H -1.192 -1.767 2.426 -0.9 1.0 -1.4 0.0732
H 1.523 2.972 4.482 0.4 0.5 -0.5 0.3122
H -5.144 -1.837 4.153 0.0 0.2 -0.3 0.3260
H -0.118 -2.193 4.658 -0.7 0.8 -0.9 0.3300
O -2.507 1.987 4.105 0.2 0.2 -1.8 -0.6622
H 1.084 -2.018 -3.456 0.6 0.3 0.8 -0.1245
H -0.808 -1.535 -2.147 0.6 -0.7 0.0 0.0947
O 1.553 0.556 1.409 -1.0 0.9 -0.3 -0.1979
H -1.696 0.599 1.486 2.5 -1.2 1.4 0.1161
H 0.460 2.161 -2.780 0.2 -0.5 -1.1 0.1275
O 0.242 -2.458 -3.370 0.1 -0.4 0.8 -0.2806
H 1.084 -5.315 -1.470 -0.5 -0.1 -0.3 0.4117
H 0.665 -2.945 2.185 0.8 -0.6 -0.8 0.2749
O 2.501 0.122 4.188 0.3 -0.3 -0.3 -0.4773
O -2.342 -1.224 0.903 0.6 1.6 0.8 -0.6047
H 0.631 -4.239 5.034 -1.6 -0.8 -0.6 0.3454
H 3.311 3.691 2.248 0.8 0.6 -0.9 0.3376
H 0.339 3.463 -0.266 -0.5 -0.6 -0.5 0.1191
O -3.033 -3.262 -4.773 1.0 -0.3 0.0 -0.7002
H 5.557 1.210 2.213 0.4 0.0 -1.3 0.3206
```
Positions in Å, forces in eV/Å.

Calculated values
M: 720.60 g/mol
Kohn-Sham gap: 9.5159 eV
E_HOMO: -10.176 eV
electronic energy: -3057.4348 hartree
E_LUMO: -0.7 eV
relative energy (zero: lowest compared OMol25 entry of this formula, charge and spin): 8.778 eV